Molecular formula: C3H4N2O
Method: DFT, ωB97M-V with the def2-TZVPD basis set

Properties
**HOMO energy**: -8.92 eV
**HOMO-LUMO gap**: 8.8011 eV

Element x y z (Å)
O  -1.7318  1.2113  0.7636
C  -0.6710  0.3752  0.3029
C  0.1591  1.3703  0.2175
N  1.3966  -0.4909  -0.7085
C  0.4902  -1.3496  -0.3803
N  -0.6696  -0.8900  0.1600
H  -2.0777  0.8393  1.5956
H  0.2839  2.2486  -0.3411
H  2.2478  -0.8838  -1.1040
H  0.5726  -2.4303  -0.5057

Mulliken atomic charge list, values in e, 4 entries: O -0.46; C 0.73; C -0.18; N -0.53